# 1
The following is a DFT calculation (the ωB97M-V functional and the def2-TZVPD basis) of a molecular structure, C19H12N3O2RuS5 in a non-equilibrium geometry.

CARTESIAN COORDINATES (ANGSTROEM)
Ru: -0.0747 0.3244 -0.3507
S: -3.7325 -1.8422 5.6696
C: -2.9143 -1.3892 4.3250
S: -3.2326 -2.0308 2.7449
C: -2.0113 -1.1230 1.8929
C: -1.2801 -0.2844 2.6216
S: 0.0631 0.6041 1.9329
S: -1.6391 -0.2124 4.3285
S: -1.7138 -1.3370 0.1823
C: 4.0966 1.5197 0.0893
C: 4.8159 0.4016 -0.2855
C: 4.1319 -0.7770 -0.5234
C: 2.7540 -0.7894 -0.3920
N: 2.0503 0.3003 -0.0427
C: 2.7213 1.4327 0.2004
C: 1.9554 -1.9731 -0.7366
C: 2.3970 -3.2653 -0.5025
C: 1.6087 -4.3208 -0.9280
C: 0.4196 -4.0415 -1.5760
C: 0.0323 -2.7213 -1.7152
N: 0.7714 -1.6920 -1.2925
H: 4.5808 2.4639 0.2911
H: 5.8910 0.4454 -0.3996
H: 4.6487 -1.6731 -0.8367
H: 2.1346 2.2824 0.5061
H: 3.3300 -3.4312 0.0182
H: 1.9197 -5.3428 -0.7566
H: -0.2182 -4.8280 -1.9536
H: -0.9035 -2.4728 -2.1947
O: 0.2567 4.2674 -0.8476
C: -0.1681 3.1349 -0.8874
O: 0.5655 2.0743 -1.1019
C: -1.6343 2.8393 -0.7495
C: -2.5709 3.8516 -0.6875
C: -3.9122 3.5106 -0.7038
C: -4.2561 2.1721 -0.7915
C: -3.2545 1.2164 -0.8087
N: -1.9623 1.5405 -0.7778
H: -2.2186 4.8722 -0.6396
H: -4.6769 4.2754 -0.6615
H: -5.2897 1.8580 -0.8344
H: -3.4808 0.1601 -0.8252

Values from the calculation:
* DFT total energy: -85222.190 eV
* spin multiplicity: 2
* HOMO-LUMO gap (alpha / beta): 6.17 / 5.95 eV
* total charge: 0
* expectation value of S²: 0.764

# 2
The following is a DFT calculation (the ωB97M-V functional and the def2-TZVPD basis) of a molecular structure, C19H12N3O5V in a non-equilibrium geometry.

CARTESIAN COORDINATES (ANGSTROEM)
V: -0.5564 -1.1066 -0.7098
O: -2.3521 4.2997 0.8776
C: -2.1633 3.0723 0.3709
C: -1.5756 2.8644 -0.8829
C: -1.3669 1.5552 -1.2824
N: -1.7398 0.5470 -0.5200
C: -2.2571 0.7129 0.6817
C: -2.5112 1.9757 1.1754
C: -2.2962 -0.6592 1.3769
O: -2.9618 -0.8868 2.3567
O: -1.4907 -1.4479 0.7600
C: -0.5761 0.9893 -2.4693
O: -0.3722 1.6038 -3.4913
O: -0.1751 -0.1932 -2.1608
H: -2.0205 4.9731 0.2687
H: -1.2568 3.6881 -1.5032
H: -2.9128 2.1321 2.1601
C: 1.5110 3.3055 0.8550
C: 2.0652 2.7121 -0.2688
C: 1.9655 1.3454 -0.4549
C: 1.2939 0.5640 0.4883
C: 0.7675 1.1573 1.6350
C: 0.8790 2.5259 1.8089
N: 1.0357 -0.7866 0.1937
N: 1.7994 -1.7287 0.5693
C: 1.4006 -2.9308 0.0619
C: 2.0261 -4.1345 0.4092
C: 1.5960 -5.3045 -0.1823
C: 0.5563 -5.2833 -1.1077
C: -0.0868 -4.0898 -1.4229
C: 0.3054 -2.8958 -0.8478
H: 1.5784 4.3731 1.0004
H: 2.5674 3.3214 -1.0025
H: 2.3836 0.8659 -1.3311
H: 0.2802 0.5400 2.3765
H: 0.4679 2.9898 2.6929
H: 2.8154 -4.1171 1.1435
H: 2.0620 -6.2459 0.0683
H: 0.2347 -6.2067 -1.5662
H: -0.9191 -4.0950 -2.1265

Values from the calculation:
* DFT total energy: -60293.147 eV
* spin multiplicity: 3
* HOMO-LUMO gap (alpha / beta): 7.04 / 8.17 eV
* total charge: 0
* expectation value of S²: 2.038

# 3
The following is a DFT calculation (the ωB97M-V functional and the def2-TZVPD basis) of a molecular structure, C19H13BrClN2O2V in a non-equilibrium geometry.

CARTESIAN COORDINATES (ANGSTROEM)
V: 0.5423 0.1558 0.0293
Cl: 1.3329 -5.0393 -4.7050
C: 1.1850 -3.9884 -3.3427
C: 1.1528 -4.5357 -2.0485
C: 1.0408 -3.7415 -0.9315
C: 0.9525 -2.3637 -1.0730
O: 0.8640 -1.5910 0.0219
C: 0.9733 -1.8004 -2.3778
C: 0.8746 -0.4132 -2.6376
O: 0.7257 0.5023 -1.7718
C: 1.0989 -2.6437 -3.5094
H: 1.2206 -5.6112 -1.9371
H: 1.0252 -4.1662 0.0624
H: 0.9314 -0.0804 -3.6723
H: 1.1205 -2.2135 -4.5040
Br: -6.7841 0.4782 0.2586
C: -4.9374 0.7230 0.5012
C: -4.4815 1.6364 1.4347
C: -3.1176 1.8215 1.6171
C: -2.2095 1.0936 0.8685
C: -2.6843 0.1838 -0.0613
C: -4.0415 -0.0106 -0.2550
N: -0.7898 1.2335 0.9950
C: -0.2255 2.0330 1.9152
C: 1.1908 2.0917 1.9281
C: 1.9556 2.8887 2.7880
C: 3.3194 2.8699 2.6942
C: 3.9495 2.0482 1.7387
C: 3.1758 1.2815 0.9274
N: 1.8122 1.2856 1.0011
H: -5.1871 2.2087 2.0214
H: -2.7898 2.5496 2.3470
H: -1.9946 -0.4042 -0.6614
H: -4.3985 -0.7252 -0.9838
H: -0.8076 2.6007 2.6252
H: 1.4491 3.5122 3.5129
H: 3.9163 3.4858 3.3540
H: 5.0249 2.0152 1.6446
H: 3.6148 0.6293 0.1857

Values from the calculation:
* DFT total energy: -135236.882 eV
* spin multiplicity: 4
* HOMO-LUMO gap (alpha / beta): 5.60 / 6.62 eV
* total charge: +1
* expectation value of S²: 3.773

# 4
The following is a DFT calculation (the ωB97M-V functional and the def2-TZVPD basis) of a molecular structure, C19H13BrN2O2S3SbV.

CARTESIAN COORDINATES (ANGSTROEM)
V: 0.0564 0.1598 0.5548
C: -4.8119 -1.3207 2.9387
C: -4.2170 -0.1504 2.4841
C: -2.8836 -0.1389 2.1135
C: -2.1242 -1.3070 2.1835
C: -2.7211 -2.4824 2.6419
C: -4.0546 -2.4813 3.0184
N: -0.7877 -1.2728 1.7363
N: -0.0522 -2.2901 2.0880
C: 1.1812 -2.2871 1.4789
C: 2.0792 -3.3154 1.8165
C: 3.3083 -3.3712 1.1993
C: 3.6533 -2.4078 0.2455
C: 2.7675 -1.3907 -0.0726
C: 1.5111 -1.2934 0.5330
H: -5.8541 -1.3263 3.2329
H: -4.7892 0.7674 2.4340
H: -2.4096 0.7900 1.8199
H: -2.1258 -3.3824 2.6897
H: -4.5087 -3.3999 3.3710
H: 1.7806 -4.0460 2.5589
H: 4.0085 -4.1590 1.4510
H: 4.6221 -2.4546 -0.2394
H: 3.0668 -0.6472 -0.8056
S: -0.8141 4.0048 -0.0333
Sb: -1.0323 2.8622 -1.9310
S: 0.4500 0.7884 -1.8563
S: -1.5805 0.4053 -1.3664
Br: 0.4234 2.5252 5.8676
C: 1.3558 3.5374 4.5597
C: 2.1346 4.5867 5.0282
C: 2.8702 5.3516 4.1380
C: 2.8389 5.0561 2.7833
C: 2.0740 3.9960 2.3301
C: 1.3104 3.2247 3.2047
C: 0.4544 2.1304 2.6067
O: -0.6603 1.8935 3.0430
O: 0.9969 1.5562 1.5827
H: 2.1601 4.7947 6.0889
H: 3.4694 6.1742 4.5082
H: 3.4108 5.6489 2.0809
H: 2.0325 3.7460 1.2790

Values from the calculation:
* DFT total energy: -161766.388 eV
* spin multiplicity: 4
* HOMO-LUMO gap (alpha / beta): 5.72 / 7.34 eV
* total charge: -1
* expectation value of S²: 3.782

# 5
The following is a DFT calculation (the ωB97M-V functional and the def2-TZVPD basis) of a molecular structure, C19H13ClN5S2Zr in a non-equilibrium geometry.

CARTESIAN COORDINATES (ANGSTROEM)
Zr: -0.9007 -0.9669 0.1178
N: 2.8872 0.9554 0.2535
C: 3.9968 0.0802 0.2819
C: 5.2783 0.6025 0.3268
C: 6.3741 -0.2502 0.3010
C: 6.1920 -1.6158 0.2071
C: 4.9086 -2.1501 0.1762
C: 3.8230 -1.2997 0.2294
S: 2.1723 -1.9974 0.2545
N: 1.2051 -0.6495 -0.1708
C: 1.6309 0.5921 -0.0689
C: 0.6101 1.6259 -0.2993
C: 0.9168 2.9427 -0.6526
C: -0.0980 3.8769 -0.7552
C: -1.4056 3.4727 -0.4746
C: -1.6502 2.1423 -0.1881
N: -0.6824 1.2102 -0.1275
H: 3.1040 1.9356 0.3704
H: 5.4214 1.6697 0.3921
H: 7.3651 0.1669 0.3505
H: 7.0422 -2.2759 0.1697
H: 4.7583 -3.2171 0.1288
H: 1.9355 3.2232 -0.8772
H: 0.1184 4.8989 -1.0334
H: -2.2197 4.1805 -0.4937
H: -2.6628 1.8022 0.0260
N: -6.6906 1.0865 -2.1230
C: -6.0758 0.3709 -1.4784
C: -5.2809 -0.4689 -0.6502
C: -5.8606 -1.2935 0.3188
C: -5.0115 -2.0367 1.1288
C: -3.6397 -1.9245 0.9710
N: -3.0731 -1.1343 0.0295
C: -3.8932 -0.4382 -0.7757
H: -6.9348 -1.3415 0.4232
H: -5.4158 -2.6926 1.8844
H: -2.9582 -2.4870 1.6121
H: -3.4339 0.1593 -1.5663
S: -0.3938 -4.6490 -0.2769
C: -0.7196 -3.1532 -0.3303
Cl: -0.7385 -0.9534 2.3872

Values from the calculation:
* DFT total energy: -62823.849 eV
* spin multiplicity: 2
* HOMO-LUMO gap (alpha / beta): 5.79 / 6.12 eV
* total charge: +2
* expectation value of S²: 0.757